{"formula": "C3H5NS2", "method": "ωB97M-V/def2-TZVPD", "relative_energy_kcal_mol": 64.7, "charge": 0, "energy_ha": -968.34202, "smiles": "CSSC1=NC1", "orbital_gap_ev": 9.8, "lumo_energy_ev": 0.4424, "elements": ["C", "S", "S", "C", "N", "C", "H", "H", "H", "H", "H"], "positions_angstrom": [[-0.734, 0.380, -1.926], [0.270, -1.159, -1.919], [-0.313, -1.834, -0.085], [0.671, -1.121, 1.073], [1.747, -0.466, 1.220], [0.956, -0.637, 2.460], [-0.769, 0.532, -3.017], [0.034, 1.041, -1.498], [-1.525, 0.046, -1.399], [0.495, 0.257, 2.786], [1.441, -1.309, 3.287]]}


{"formula": "C3H5NS2", "method": "ωB97M-V/def2-TZVPD", "relative_energy_kcal_mol": 29.6, "charge": 0, "energy_ha": -968.39792, "smiles": "S[C@H]1CSC=N1", "orbital_gap_ev": 9.9, "lumo_energy_ev": 0.7234, "elements": ["S", "C", "C", "S", "C", "N", "H", "H", "H", "H", "H"], "positions_angstrom": [[2.083, -0.320, -0.821], [0.688, 0.274, 0.269], [-0.363, 1.078, -0.535], [-1.946, 0.102, -0.657], [-1.232, -1.026, 0.482], [-0.039, -0.989, 0.856], [2.471, -1.411, -0.103], [0.873, 0.930, 1.177], [-0.473, 2.031, 0.100], [-0.149, 1.213, -1.626], [-1.915, -1.881, 0.857]]}


{"formula": "C3H5NS2", "method": "ωB97M-V/def2-TZVPD", "relative_energy_kcal_mol": 87.0, "charge": 0, "energy_ha": -968.30651, "orbital_gap_ev": 8.9, "lumo_energy_ev": 0.2173, "elements": ["C", "C", "C", "H", "H", "H", "H", "H", "N", "S", "S"], "positions_angstrom": [[-1.977, -0.549, -0.081], [-0.419, -0.451, 0.134], [1.879, 0.975, 0.158], [-2.367, -0.901, 1.176], [-2.390, 0.365, -0.780], [-2.102, -1.703, -0.709], [2.108, 1.605, 1.035], [2.559, 1.571, -0.689], [0.380, -1.392, 0.023], [2.196, -0.876, -0.135], [0.133, 1.356, -0.133]]}


{"formula": "C3H5NS3", "method": "ωB97M-V/def2-TZVPD", "relative_energy_kcal_mol": 44.3, "charge": 0, "energy_ha": -1366.54336, "smiles": "SC[C@@H]1SC=NS1", "orbital_gap_ev": 9.2, "lumo_energy_ev": 0.0451, "elements": ["S", "C", "C", "S", "C", "N", "S", "H", "H", "H", "H", "H"], "positions_angstrom": [[-2.883, 0.134, -0.172], [-1.336, -0.527, 0.531], [-0.279, -0.184, -0.475], [1.234, -1.285, -0.440], [2.462, -0.023, 0.066], [2.240, 1.203, 0.297], [0.445, 1.497, -0.393], [-2.273, 1.490, -0.571], [-0.920, 0.009, 1.404], [-1.461, -1.666, 0.828], [-0.782, -0.243, -1.492], [3.550, -0.405, 0.418]]}


{"formula": "C3H5NSSi", "method": "ωB97M-V/def2-TZVPD", "relative_energy_kcal_mol": 2.2, "charge": 0, "energy_ha": -859.69997, "smiles": "[SiH3]c1cscn1", "orbital_gap_ev": 10.2, "lumo_energy_ev": 0.8061, "elements": ["Si", "C", "C", "S", "C", "N", "H", "H", "H", "H", "H"], "positions_angstrom": [[1.940, -0.146, -0.077], [0.001, -0.009, 0.019], [-0.860, -1.027, -0.063], [-2.511, -0.557, -0.049], [-1.892, 1.132, 0.083], [-0.625, 1.199, 0.030], [2.187, 0.471, 1.300], [2.280, 0.672, -1.211], [2.646, -1.470, -0.086], [-0.466, -2.093, -0.011], [-2.699, 1.828, 0.065]]}


{"formula": "C3H5NSSi", "method": "ωB97M-V/def2-TZVPD", "relative_energy_kcal_mol": 85.3, "charge": 0, "energy_ha": -859.56750, "orbital_gap_ev": [7.9, 7.9], "lumo_energy_ev": [0.2505, 0.2499], "elements": ["C", "C", "C", "N", "Si", "S", "H", "H", "H", "H", "H"], "positions_angstrom": [[1.812, 1.149, -0.091], [2.520, -1.301, 0.045], [0.412, -0.454, 0.118], [1.221, -1.357, 0.096], [-1.378, -0.094, -0.027], [3.179, 0.327, -0.073], [1.712, 2.179, 0.069], [3.132, -2.071, 0.253], [-2.206, -0.879, 1.021], [-1.399, -0.283, -1.562], [-1.431, 1.358, -0.016]]}


{"formula": "C3H5NiO3", "method": "ωB97M-V/def2-TZVPD", "relative_energy_kcal_mol": 29.4, "charge": 3, "spin_multiplicity": 3, "energy_ha": -1849.77945, "orbital_gap_ev": [7.6, 5.3], "lumo_energy_ev": [-18.4903, -20.7566], "elements": ["H", "O", "C", "C", "O", "O", "C", "Ni", "H", "H", "H", "H"], "positions_angstrom": [[0.011, 0.834, -1.620], [0.343, 0.356, -0.840], [-1.399, 0.616, 0.326], [0.146, -1.082, -0.955], [-2.238, 1.356, 0.067], [-1.029, -0.346, 1.007], [-0.207, -1.485, 0.456], [2.669, 0.967, -0.531], [1.016, -1.602, -1.361], [-0.694, -1.287, -1.629], [0.688, -1.528, 1.084], [-0.875, -2.348, 0.514]]}


{"formula": "C3H5O2", "method": "ωB97M-V/def2-TZVPD", "relative_energy_kcal_mol": 29.5, "charge": 1, "energy_ha": -267.44112, "orbital_gap_ev": 9.5, "lumo_energy_ev": -5.0146, "elements": ["C", "C", "C", "O", "O", "H", "H", "H", "H", "H"], "positions_angstrom": [[2.386, -0.991, 0.064], [-2.279, 0.017, -0.019], [-1.282, 0.907, -0.026], [-3.162, -0.639, 0.045], [1.256, -0.662, -0.178], [2.789, -0.571, 0.997], [3.038, -1.454, -0.665], [-1.041, 1.384, 0.937], [-1.484, 1.639, -0.784], [-0.222, 0.371, -0.371]]}


{"formula": "C3H5O2", "method": "ωB97M-V/def2-TZVPD", "relative_energy_kcal_mol": 96.1, "charge": 1, "energy_ha": -267.33490, "orbital_gap_ev": [8.0, 8.0], "lumo_energy_ev": [-8.0780, -8.0770], "elements": ["C", "C", "C", "O", "O", "H", "H", "H", "H", "H"], "positions_angstrom": [[2.140, 0.368, 0.347], [0.003, -0.432, -0.182], [-1.412, -0.251, -0.013], [0.743, -1.606, -0.761], [0.859, 0.480, 0.325], [2.691, 1.195, 0.783], [2.445, -0.658, -0.145], [-1.643, -0.935, 0.790], [-1.837, -0.601, -0.886], [-1.523, 0.711, 0.454]]}


{"formula": "C3H5O2S", "method": "ωB97M-V/def2-TZVPD", "relative_energy_kcal_mol": 15.3, "charge": -1, "energy_ha": -666.02131, "smiles": "O=C([O-])CCS", "orbital_gap_ev": 6.7, "lumo_energy_ev": 3.1401, "elements": ["O", "C", "O", "C", "C", "S", "H", "H", "H", "H", "H"], "positions_angstrom": [[-0.719, 0.990, 2.327], [-0.975, 0.507, 1.188], [-1.835, 1.011, 0.497], [-0.107, -0.600, 0.627], [0.763, 0.150, -0.417], [1.145, -0.923, -1.875], [-0.762, -1.288, 0.232], [0.476, -1.084, 1.400], [1.655, 0.563, 0.061], [0.196, 1.067, -0.812], [2.472, -0.840, -1.876]]}


{"formula": "C3H5O2S", "method": "ωB97M-V/def2-TZVPD", "relative_energy_kcal_mol": 4.1, "charge": -1, "energy_ha": -666.03920, "smiles": "O=C([O-])CCS", "orbital_gap_ev": 7.8, "lumo_energy_ev": 3.5369, "elements": ["O", "C", "O", "C", "C", "S", "H", "H", "H", "H", "H"], "positions_angstrom": [[-0.877, 2.046, -0.268], [-0.313, 1.054, -0.770], [-0.695, 0.301, -1.687], [1.081, 0.680, -0.178], [1.155, -0.831, 0.141], [-0.205, -1.372, 1.231], [1.768, 0.869, -1.001], [1.351, 1.192, 0.748], [0.967, -1.284, -0.842], [2.116, -1.159, 0.523], [-0.852, -0.200, 1.218]]}


{"formula": "C3H5O2S2", "method": "ωB97M-V/def2-TZVPD", "relative_energy_kcal_mol": 0.0, "charge": -1, "energy_ha": -1064.23877, "smiles": "O=C([O-])CCSS", "orbital_gap_ev": 7.1, "lumo_energy_ev": 2.8742, "elements": ["O", "C", "O", "C", "C", "S", "S", "H", "H", "H", "H", "H"], "positions_angstrom": [[-0.542, 1.938, 2.070], [-1.394, 1.526, 1.259], [-2.571, 1.884, 1.063], [-0.881, 0.338, 0.356], [0.369, 0.695, -0.390], [1.621, -0.580, -0.675], [0.613, -2.215, -1.408], [-0.656, -0.474, 1.049], [-1.692, -0.039, -0.258], [0.191, 1.220, -1.333], [0.926, 1.429, 0.211], [0.108, -2.712, -0.274]]}


{"formula": "C3H5O3", "method": "ωB97M-V/def2-TZVPD", "relative_energy_kcal_mol": 17.6, "charge": -1, "energy_ha": -343.06007, "smiles": "O=C([O-])CCO", "orbital_gap_ev": 7.4, "lumo_energy_ev": 3.7055, "elements": ["O", "C", "O", "C", "C", "O", "H", "H", "H", "H", "H"], "positions_angstrom": [[-0.026, 0.206, -2.298], [-0.110, 1.004, -1.355], [0.463, 2.036, -1.122], [-0.810, 0.218, -0.106], [0.493, -0.460, 0.512], [0.147, -1.341, 1.576], [-1.456, -0.543, -0.506], [-1.391, 0.833, 0.627], [0.787, -0.996, -0.467], [1.260, 0.195, 0.773], [0.642, -1.150, 2.366]]}


{"formula": "C3H5O3P", "method": "ωB97M-V/def2-TZVPD", "relative_energy_kcal_mol": 103.2, "charge": 0, "energy_ha": -684.26158, "smiles": "O=C1[C@@H](P)C1(O)O", "orbital_gap_ev": 9.8, "lumo_energy_ev": 0.4069, "elements": ["O", "C", "C", "P", "C", "O", "O", "H", "H", "H", "H", "H"], "positions_angstrom": [[1.397, 0.598, 2.015], [0.948, 0.460, 0.923], [0.657, -0.463, -0.251], [-0.259, -1.957, 0.353], [-0.119, 0.890, -0.017], [-0.036, 1.883, -0.960], [-1.512, 0.699, 0.544], [1.204, -0.319, -1.137], [0.948, -2.893, -0.020], [-0.851, -2.202, -0.871], [-0.613, 1.799, -1.761], [-1.764, 1.505, 1.181]]}


{"formula": "C3H5O3Pb", "method": "ωB97M-V/def2-TZVPD", "relative_energy_kcal_mol": 40.4, "charge": 0, "spin_multiplicity": 2, "energy_ha": -535.74223, "orbital_gap_ev": [5.6, 7.6], "lumo_energy_ev": [-0.0179, -0.0036], "elements": ["C", "O", "O", "O", "C", "C", "H", "H", "H", "H", "Pb", "H"], "positions_angstrom": [[-0.815, 0.152, -0.358], [-1.794, 0.187, -1.135], [-0.606, -1.019, 0.280], [0.359, 0.762, -0.579], [0.785, -1.199, 0.569], [1.381, 0.171, 0.229], [1.178, -2.003, -0.065], [0.896, -1.468, 1.625], [2.299, 0.111, -0.364], [1.554, 0.793, 1.116], [-3.377, 1.657, -1.424], [-1.860, 1.857, 0.107]]}


{"formula": "C3H5O3Pb", "method": "ωB97M-V/def2-TZVPD", "relative_energy_kcal_mol": 64.1, "charge": 3, "energy_ha": -534.53187, "orbital_gap_ev": 10.2, "lumo_energy_ev": -15.8849, "elements": ["H", "O", "C", "C", "O", "O", "C", "Pb", "H", "H", "H", "H"], "positions_angstrom": [[0.310, 1.295, -1.310], [0.783, 0.756, -0.657], [-1.520, 1.041, 0.734], [0.332, -0.612, -0.673], [-2.415, 1.668, 0.419], [-0.801, 0.255, 1.303], [-0.086, -0.978, 0.720], [2.922, 1.444, -0.280], [1.096, -1.283, -1.075], [-0.546, -0.707, -1.325], [0.781, -1.127, 1.370], [-0.855, -1.753, 0.775]]}


{"formula": "C3H5O3Pt", "method": "ωB97M-V/def2-TZVPD", "relative_energy_kcal_mol": 0.0, "charge": 3, "spin_multiplicity": 3, "energy_ha": -460.77651, "orbital_gap_ev": [8.9, 5.9], "lumo_energy_ev": [-16.3770, -19.3764], "elements": ["O", "C", "C", "H", "H", "H", "H", "O", "C", "O", "Pt", "H"], "positions_angstrom": [[-1.070, 2.288, 0.965], [-1.173, 3.182, 1.841], [-0.069, 3.756, 2.584], [-2.212, 3.433, 2.088], [0.875, 3.216, 2.466], [-0.385, 3.800, 3.641], [0.017, 4.811, 2.271], [-0.719, -0.423, 0.157], [-1.842, -0.187, 0.095], [-2.955, 0.085, -0.142], [-4.549, 0.239, -0.761], [-0.213, 1.759, 0.952]]}


{"formula": "C3H5O3Rb", "method": "ωB97M-V/def2-TZVPD", "relative_energy_kcal_mol": 0.0, "charge": 1, "spin_multiplicity": 2, "energy_ha": -366.81598, "orbital_gap_ev": [7.8, 9.9], "lumo_energy_ev": [-4.0091, -4.2445], "elements": ["O", "C", "C", "H", "H", "H", "H", "O", "C", "O", "Rb", "H"], "positions_angstrom": [[0.420, 0.565, 2.604], [-0.620, -0.061, 3.268], [-1.890, 0.691, 3.424], [-0.229, -0.591, 4.152], [-1.724, 1.662, 3.920], [-2.572, 0.125, 4.070], [-2.400, 0.810, 2.457], [0.833, -1.558, 1.659], [1.475, -0.480, 1.858], [2.351, 0.031, 1.218], [2.201, 2.537, -1.242], [-0.198, -1.419, 2.309]]}


{"formula": "C3H5O3Sm", "method": "ωB97M-V/def2-TZVPD", "charge": -1, "spin_multiplicity": 7, "energy_ha": -1000.63802, "orbital_gap_ev": [4.9, 4.7], "lumo_energy_ev": [3.0933, 3.1601], "elements": ["H", "C", "C", "O", "C", "O", "Sm", "O", "H", "H", "H", "H"], "positions_angstrom": [[1.290, -0.241, -1.618], [1.130, -0.769, -0.660], [-0.300, -0.789, -0.215], [-1.620, -0.299, 0.128], [-1.980, 0.646, 0.916], [-2.615, 1.527, 0.142], [4.095, 1.066, 0.924], [1.747, -0.021, 0.408], [1.499, -1.809, -0.628], [0.635, 0.175, 0.838], [-0.685, -1.542, -0.934], [-3.196, 2.055, 0.700]]}


{"formula": "C3H5O4Sn", "method": "ωB97M-V/def2-TZVPD", "relative_energy_kcal_mol": 84.4, "charge": 0, "spin_multiplicity": 2, "energy_ha": -632.39003, "orbital_gap_ev": [6.8, 6.9], "lumo_energy_ev": [-0.4406, -0.4326], "elements": ["C", "C", "O", "Sn", "H", "H", "H", "H", "H", "O", "C", "O", "O"], "positions_angstrom": [[-1.385, 1.671, -1.208], [-1.863, 0.898, -0.021], [-1.368, -0.326, 0.176], [0.078, -1.310, 0.151], [-1.930, 2.621, -1.300], [-0.305, 1.885, -1.132], [-1.513, 1.106, -2.155], [-2.897, 1.053, 0.326], [2.039, -0.316, 2.039], [1.571, -0.982, 1.474], [2.379, -1.872, 0.750], [1.672, -2.354, -0.191], [3.523, -2.075, 1.088]]}